A structure of composition C3H3LiO3Tl, computed with ωB97M-V/def2-TZVPD.

Calculated values
largest force on an atom	2.21	eV/A
energy	-14180.680	eV
net charge	+2
multiplicity	2
highest occupied orbital energy (spin up / spin down)	-18.1 / -18.2	eV
orbital gap (spin up / spin down)	9.70 / 8.84	eV
⟨S²⟩	0.755
LUMO (spin up / spin down)	-8.4 / -9.4	eV

Geometry as XYZ:
```
11
C3H3LiO3Tl ωB97M-V/def2-TZVPD
C 1.021 -0.933 -0.926
C 2.072 -0.376 -1.305
H 2.086 -1.572 -1.597
H 0.321 -1.785 -0.843
H 2.710 0.499 -1.401
C -1.410 0.462 0.988
O -0.744 0.738 -0.057
O -2.695 0.573 0.927
Tl -0.964 2.517 -1.727
O -0.971 0.092 2.089
Li -1.425 -0.215 3.852
```

A structure of composition C3H3LiO3Tl, computed with ωB97M-V/def2-TZVPD.

Calculated values
largest force on an atom	9.38	eV/A
energy	-14179.589	eV
net charge	+2
multiplicity	2
highest occupied orbital energy (spin up / spin down)	-18.6 / -18.7	eV
orbital gap (spin up / spin down)	8.13 / 8.20	eV
⟨S²⟩	0.755
LUMO (spin up / spin down)	-10.5 / -10.5	eV

Geometry as XYZ:
```
11
C3H3LiO3Tl ωB97M-V/def2-TZVPD
O -1.750 1.485 -0.181
C -0.943 2.256 0.328
C 0.478 2.092 0.040
H -1.216 2.986 1.090
H 1.128 2.701 0.648
H 0.669 2.079 -1.025
Tl -1.667 -0.316 -0.812
O 1.116 -0.351 0.014
C 0.408 -1.286 -0.035
O 0.351 -2.534 0.252
Li 2.754 -1.691 0.310
```

A structure of composition C3H3LiO4Ru, computed with ωB97M-V/def2-TZVPD.

Calculated values
largest force on an atom	3.94	eV/A
energy	-14096.427	eV
net charge	+3
multiplicity	6
highest occupied orbital energy (spin up / spin down)	-24.8 / -24.2	eV
orbital gap (spin up / spin down)	10.27 / 5.06	eV
⟨S²⟩	8.763
LUMO (spin up / spin down)	-14.5 / -19.1	eV

Geometry as XYZ:
```
12
C3H3LiO4Ru ωB97M-V/def2-TZVPD
C 1.542 0.467 -0.547
C 0.537 -0.641 -0.670
O -0.325 -0.756 0.457
C -1.372 0.175 0.593
O -1.372 1.234 1.213
O -2.433 -0.379 0.267
O 1.492 1.332 0.301
H 2.391 0.397 -1.253
H 1.075 -1.591 -0.775
H 0.008 -0.485 -1.625
Ru -1.571 -2.248 1.222
Li 0.028 2.495 0.817
```

A structure of composition C3H3LiO4Sr, computed with ωB97M-V/def2-TZVPD.

Calculated values
largest force on an atom	3.48	eV/A
energy	-12381.791	eV
net charge	+1
multiplicity	2
highest occupied orbital energy (spin up / spin down)	-11.7 / -11.9	eV
orbital gap (spin up / spin down)	7.08 / 7.23	eV
⟨S²⟩	0.756
LUMO (spin up / spin down)	-4.6 / -4.6	eV

Geometry as XYZ:
```
12
C3H3LiO4Sr ωB97M-V/def2-TZVPD
O 2.298 -1.437 -0.390
O 1.001 0.736 0.378
C 0.169 0.306 1.291
C 0.600 0.225 -1.077
O 0.625 -0.120 2.362
O -1.096 0.216 1.028
C 1.516 -0.967 -1.357
H 0.894 1.084 -1.699
H 2.051 -0.634 -2.265
H 0.708 -1.683 -1.776
Li -1.260 0.595 2.997
Sr -1.779 -0.084 -0.968
```

A structure of composition C3H3LuO3, computed with ωB97M-V/def2-TZVPD.

Calculated values
largest force on an atom	7.24	eV/A
energy	-42862.088	eV
net charge	+4
highest occupied orbital energy	-27.8	eV
orbital gap	5.48	eV
LUMO	-22.3	eV

Geometry as XYZ:
```
10
C3H3LuO3 ωB97M-V/def2-TZVPD
O 2.833 -0.398 1.021
Lu 3.083 1.947 0.262
O 3.534 -1.934 -0.416
C 3.041 -1.420 0.487
O -0.618 -0.301 0.718
C -1.586 0.266 0.571
H -3.136 1.010 0.121
C -2.405 0.379 -0.581
H -1.944 1.055 -1.314
H -2.802 -0.604 -0.871
```

A structure of composition C3H3MgO4, computed with ωB97M-V/def2-TZVPD.

Calculated values
largest force on an atom	2.04	eV/A
energy	-16794.294	eV
multiplicity	2
highest occupied orbital energy (spin up / spin down)	-6.1 / -10.0	eV
orbital gap (spin up / spin down)	6.36 / 9.80	eV
⟨S²⟩	0.750
LUMO (spin up / spin down)	0.3 / -0.2	eV

Geometry as XYZ:
```
11
C3H3MgO4 ωB97M-V/def2-TZVPD
O -0.588 1.284 -1.509
C -0.565 1.921 -0.464
C -0.625 1.219 0.858
O -0.715 -0.145 0.695
Mg -1.136 -0.801 -1.184
H -0.411 3.015 -0.477
H -1.470 1.672 1.419
H 0.282 1.528 1.420
O 1.117 -1.505 -0.509
C 1.186 -1.257 0.656
O 1.700 -1.299 1.708
```

A structure of composition C3H3MnO2, computed with ωB97M-V/def2-TZVPD.

Calculated values
largest force on an atom	1.59	eV/A
energy	-38570.604	eV
net charge	-1
multiplicity	6
highest occupied orbital energy (spin up / spin down)	-1.5 / -0.7	eV
orbital gap (spin up / spin down)	5.46 / 4.60	eV
⟨S²⟩	8.776
LUMO (spin up / spin down)	3.9 / 3.9	eV

Geometry as XYZ:
```
9
C3H3MnO2 ωB97M-V/def2-TZVPD
H -1.928 -2.084 -0.076
O 0.312 0.383 -0.005
O 1.967 1.704 0.438
C -1.266 -1.308 -0.459
C -0.576 -0.560 0.403
C 1.218 0.862 0.965
H -1.464 -0.893 -1.456
H -0.594 -0.726 1.485
Mn 2.330 2.620 -1.296
```

A cluster of 2 separate species, C3H3N2O2 in total, computed with ωB97M-V/def2-TZVPD.

Calculated values
largest force on an atom	3.02	eV/A
energy	-10231.258	eV
net charge	-1
highest occupied orbital energy (spin up / spin down)	-1.1 / -1.4	eV
orbital gap (spin up / spin down)	4.94 / 5.06	eV
LUMO (spin up / spin down)	3.8 / 3.7	eV

Geometry as XYZ:
```
10
C3H3N2O2 ωB97M-V/def2-TZVPD
C -3.697 -0.285 -0.049
C -1.204 1.276 -0.229
C -0.428 0.875 -1.409
N -0.692 1.158 1.174
N -1.238 2.239 0.681
O -3.359 -1.152 0.656
O -4.272 0.295 -0.851
H -0.600 -0.220 -1.496
H 0.722 1.068 -1.405
H -0.941 1.335 -2.353
```

A cluster of 2 separate species, C3H3N2O2S in total, computed with ωB97M-V/def2-TZVPD.

Calculated values
largest force on an atom	3.50	eV/A
energy	-21058.943	eV
net charge	+1
highest occupied orbital energy	-13.5	eV
orbital gap	8.34	eV
LUMO	-5.2	eV

Geometry as XYZ:
```
11
C3H3N2O2S ωB97M-V/def2-TZVPD
C -0.233 -0.070 0.133
C 2.226 0.205 0.675
C -4.390 0.607 -0.376
N 0.839 0.325 0.359
N 2.701 1.360 0.649
O -4.289 -0.243 0.452
O -4.558 1.134 -1.348
S -1.689 -0.486 -0.297
H -3.620 -0.603 1.023
H 2.669 -0.757 1.058
H 3.656 1.725 1.053
```

The ion C3H3N2OS with charge +1, computed with ωB97M-V/def2-TZVPD.

Calculated values
largest force on an atom	2.24	eV/A
energy	-19011.962	eV
net charge	+1
highest occupied orbital energy (spin up / spin down)	-15.4 / -15.4	eV
orbital gap (spin up / spin down)	7.28 / 7.28	eV
LUMO (spin up / spin down)	-8.1 / -8.1	eV

Geometry as XYZ:
```
10
C3H3N2OS ωB97M-V/def2-TZVPD
C -0.239 0.097 0.009
C 0.817 0.939 -0.066
C 0.331 -1.233 -0.036
N 1.618 -1.177 -0.113
N 1.962 0.148 -0.129
O 4.404 -0.694 0.128
S 3.608 0.461 -0.017
H -1.282 0.333 0.089
H 0.891 2.006 -0.067
H -0.176 -2.179 -0.009
```

The ion C3H3N2OS2 with charge -1, computed with ωB97M-V/def2-TZVPD.

Calculated values
largest force on an atom	1.58	eV/A
energy	-29858.063	eV
net charge	-1
highest occupied orbital energy	-3.4	eV
SMILES	C[N-]SC(=O)N=C=S
orbital gap	6.74	eV
LUMO	3.4	eV

Geometry as XYZ:
```
11
C3H3N2OS2 ωB97M-V/def2-TZVPD
C 0.909 1.281 0.010
C 2.012 -0.765 0.216
C -1.743 -0.162 -0.081
N 1.893 0.578 0.252
N -0.494 -0.388 -0.741
O 3.021 -1.389 0.445
S 0.203 2.693 -0.065
S 0.478 -1.609 -0.268
H -2.559 -0.682 -0.608
H -1.771 -0.472 0.976
H -1.949 0.913 -0.138
```

A cluster of 2 separate species, C3H3N2P in total, computed with ωB97M-V/def2-TZVPD.

Calculated values
largest force on an atom	4.98	eV/A
energy	-15424.523	eV
highest occupied orbital energy	-10.6	eV
orbital gap	9.65	eV
LUMO	-0.9	eV

Geometry as XYZ:
```
9
C3H3N2P ωB97M-V/def2-TZVPD
C 0.268 1.389 0.151
C 1.381 -0.641 0.273
C 0.132 -0.004 0.443
N 0.407 2.472 -0.223
N 2.239 -1.280 -0.129
P -1.196 -1.031 -0.431
H -0.403 0.185 1.960
H -0.678 -1.006 -1.634
H -2.151 -0.083 -0.410
```